A cluster of 7 separate species, C15H22F3NO15 in total, computed with wB97M-V/def2-TZVPD.

The maximum force comes out at 4.82 eV/A. Its total charge is -2. As for the spin multiplicity: 1. The calculation puts the highest occupied orbital energy at -2.174 eV.

Geometry (Å):
1 N -7.944 2.531 -13.221
2 H -7.263 3.230 -12.961
3 H -7.892 2.244 -14.188
4 H -8.875 2.890 -13.064
5 H -7.771 1.685 -12.697
6 C -7.254 2.829 -20.264
7 C -7.774 3.035 -18.812
8 O -7.576 2.115 -18.041
9 O -8.244 4.138 -18.509
10 H -6.174 2.968 -20.301
11 H -7.734 3.446 -21.024
12 H -7.550 1.837 -20.604
13 C -14.710 3.125 -11.249
14 C -14.069 4.425 -11.817
15 O -12.863 4.681 -11.637
16 O -14.770 5.175 -12.589
17 H -15.757 2.976 -11.513
18 H -14.716 2.999 -10.166
19 H -14.260 2.232 -11.683
20 C -3.798 8.527 -12.760
21 C -4.952 7.536 -12.502
22 O -6.059 7.941 -12.898
23 O -4.749 6.403 -12.117
24 H -3.988 9.584 -12.576
25 H -3.522 8.303 -13.790
26 H -2.869 8.357 -12.217
27 C -11.383 -1.549 -16.928
28 C -12.287 -0.372 -16.565
29 O -12.132 -0.279 -15.241
30 C -11.811 -1.450 -14.680
31 O -11.659 -1.601 -13.472
32 O -11.512 -2.334 -15.722
33 F -13.566 -0.614 -16.906
34 H -10.324 -1.291 -16.909
35 H -11.699 -1.889 -17.915
36 H -12.062 0.612 -16.977
37 C -5.884 -5.006 -8.408
38 C -7.112 -5.410 -9.349
39 O -7.686 -4.213 -9.662
40 C -6.757 -3.259 -9.566
41 O -6.909 -2.151 -10.030
42 O -5.700 -3.784 -8.950
43 F -8.022 -6.055 -8.649
44 H -5.073 -5.728 -8.505
45 H -6.158 -4.846 -7.365
46 H -6.853 -5.940 -10.266
47 C -1.817 1.184 -9.968
48 C -1.491 0.802 -8.517
49 O -0.665 -0.341 -8.690
50 C -0.883 -0.827 -9.996
51 O -0.313 -1.805 -10.465
52 O -1.839 -0.106 -10.579
53 F -2.470 0.444 -7.751
54 H -1.000 1.778 -10.377
55 H -2.785 1.633 -10.188
56 H -0.959 1.611 -8.016



A structure of composition C15H22F4InO15S, computed with wB97M-V/def2-TZVPD.

The maximum force comes out at 1.71 eV/A. Its total charge is -1. As for the spin multiplicity: 1. The calculation puts the highest occupied orbital energy at -4.866 eV.

Geometry (Å):
1 O -2.196 1.023 -0.345
2 S -0.887 0.732 0.139
3 O -0.108 1.921 0.249
4 O -0.206 -0.168 -0.945
5 C -1.018 -0.122 1.710
6 C -0.553 -1.586 1.828
7 C 0.764 -1.781 2.601
8 In 2.490 -1.258 1.271
9 H 0.694 0.208 -1.024
10 H -2.073 -0.109 1.903
11 H -0.550 0.527 2.428
12 H -1.336 -2.060 2.402
13 H -0.489 -2.042 0.854
14 H 0.700 -1.199 3.508
15 H 0.793 -2.824 2.873
16 H 1.924 -1.669 -0.395
17 H 2.744 0.493 1.367
18 H 3.973 -2.187 1.563
19 C 0.408 -5.377 -1.536
20 C 1.170 -5.201 -2.827
21 O 2.151 -4.244 -2.486
22 C 2.407 -4.389 -1.135
23 O 3.317 -3.960 -0.544
24 O 1.420 -5.142 -0.566
25 F 0.373 -4.706 -3.818
26 H -0.384 -4.631 -1.436
27 H -0.016 -6.371 -1.419
28 H 1.658 -6.106 -3.193
29 C 1.602 4.185 1.460
30 C 1.551 5.342 2.428
31 O 1.621 4.690 3.677
32 C 2.306 3.514 3.484
33 O 2.755 2.866 4.359
34 O 2.402 3.234 2.168
35 F 0.380 6.035 2.353
36 H 0.615 3.764 1.275
37 H 2.063 4.441 0.510
38 H 2.379 6.049 2.342
39 C -5.194 1.603 1.032
40 C -5.307 2.726 2.036
41 O -5.326 2.027 3.271
42 C -4.632 0.864 3.088
43 O -4.228 0.176 3.957
44 O -4.461 0.624 1.770
45 F -6.464 3.425 1.899
46 H -6.174 1.203 0.767
47 H -4.657 1.878 0.129
48 H -4.469 3.423 2.032
49 C 1.105 -0.060 -3.852
50 C 1.107 -0.567 -5.276
51 O 1.993 0.336 -5.920
52 C 2.875 0.781 -4.978
53 O 3.885 1.342 -5.222
54 O 2.429 0.486 -3.740
55 F -0.119 -0.476 -5.858
56 H 0.372 0.735 -3.706
57 H 0.941 -0.841 -3.116
58 H 1.479 -1.577 -5.394



A structure of composition C15H22MgN4O4, computed with wB97M-V/def2-TZVPD.

The maximum force comes out at 2.38 eV/A. Its total charge is +2. As for the spin multiplicity: 1. The calculation puts the highest occupied orbital energy at -14.339 eV.

Geometry (Å):
1 C 5.080 -0.723 1.256
2 C 3.960 -0.197 0.388
3 C 3.270 0.980 1.030
4 O 3.435 1.312 2.162
5 O 2.396 1.659 0.180
6 C 1.073 1.171 0.320
7 C 0.625 0.709 -1.060
8 C -0.801 0.172 -1.151
9 C -1.160 0.115 -2.577
10 N -1.451 0.072 -3.705
11 C -1.837 1.156 -0.509
12 C -1.616 2.505 -0.955
13 N -1.376 3.597 -1.233
14 C -1.964 1.027 1.022
15 C -1.866 2.334 1.798
16 N -1.584 1.997 3.190
17 N -1.023 -1.174 -0.560
18 C -1.912 -1.967 -1.262
19 C -3.410 -1.670 -1.074
20 O -1.644 -2.887 -1.992
21 C 0.185 -1.937 -0.129
22 C 1.089 -2.630 -1.104
23 O 0.367 -2.001 1.052
24 H 4.729 -0.910 2.260
25 H 5.877 -0.005 1.326
26 H 5.444 -1.654 0.854
27 H 3.188 -0.953 0.281
28 H 4.318 0.089 -0.591
29 H 0.994 0.415 1.092
30 H 0.462 2.011 0.622
31 H 1.354 0.049 -1.495
32 H 0.648 1.589 -1.687
33 H -2.791 0.876 -0.933
34 H -1.243 0.341 1.442
35 H -2.936 0.609 1.249
36 H -1.051 2.958 1.468
37 H -2.820 2.859 1.770
38 H -1.761 2.768 3.816
39 H -2.054 1.158 3.497
40 H -3.880 -2.647 -1.212
41 H -3.632 -1.299 -0.083
42 H -3.716 -0.903 -1.805
43 H 0.627 -3.545 -1.440
44 H 1.312 -2.052 -1.988
45 H 1.976 -2.902 -0.567
46 Mg -4.881 -2.472 -2.963



The molecule C15H22N2O2S, computed with wB97M-V/def2-TZVPD.

Its SMILES is COc1ccc(CN2C(=S)NC(C)(C)C[C@]2(C)O)cc1. The maximum force comes out at 0.75 eV/A. As for the spin multiplicity: 1. The calculation puts the highest occupied orbital energy at -7.815 eV.

Geometry (Å):
1 C -3.476 -4.686 2.533
2 H -3.865 -4.101 3.374
3 O -3.206 -3.872 1.418
4 C -2.254 -2.903 1.537
5 C -1.545 -2.617 2.699
6 C -0.601 -1.605 2.698
7 C -0.343 -0.858 1.559
8 C -1.054 -1.150 0.404
9 C -1.996 -2.157 0.389
10 H -2.544 -2.392 -0.510
11 H -0.861 -0.597 -0.502
12 C 0.692 0.241 1.630
13 N 1.074 0.777 0.336
14 C 1.932 0.028 -0.401
15 N 2.304 0.466 -1.621
16 H 2.855 -0.190 -2.153
17 C 1.682 1.574 -2.312
18 C 0.402 1.107 -3.020
19 H -0.242 0.563 -2.335
20 H -0.144 1.955 -3.425
21 H 0.657 0.437 -3.838
22 C 1.428 2.650 -1.256
23 H 0.843 3.467 -1.676
24 H 2.393 3.054 -0.944
25 C 0.746 2.172 0.037
26 O 1.294 3.015 1.030
27 H 0.802 2.929 1.854
28 C -0.777 2.358 -0.015
29 H -0.996 3.423 -0.053
30 H -1.253 1.933 0.866
31 H -1.200 1.883 -0.893
32 C 2.669 2.110 -3.351
33 H 3.604 2.395 -2.876
34 H 2.252 2.979 -3.852
35 H 2.880 1.349 -4.099
36 S 2.534 -1.424 0.126
37 H 1.589 -0.159 2.118
38 H 0.307 1.050 2.259
39 H -0.050 -1.400 3.604
40 H -1.710 -3.176 3.606
41 H -4.238 -5.391 2.204
42 H -2.587 -5.237 2.853



The molecule C15H22N2O4, computed with wB97M-V/def2-TZVPD.

Its SMILES is COc1cc(CN2CCCCCC2)c([N+](=O)[O-])cc1OC. The maximum force comes out at 1.41 eV/A. As for the spin multiplicity: 1. The calculation puts the highest occupied orbital energy at -8.308 eV.

Geometry (Å):
1 C -4.362 -2.176 -0.309
2 H -4.145 -2.412 -1.355
3 H -5.406 -2.404 -0.098
4 H -3.723 -2.776 0.345
5 O -4.224 -0.799 -0.049
6 C -3.016 -0.199 -0.261
7 C -1.892 -0.901 -0.689
8 C -0.676 -0.284 -0.931
9 C -0.591 1.087 -0.717
10 C -1.678 1.801 -0.248
11 C -2.905 1.187 -0.019
12 O -3.870 2.033 0.421
13 C -5.166 1.583 0.752
14 H -5.691 2.474 1.096
15 H -5.684 1.167 -0.114
16 H -5.145 0.842 1.553
17 H -1.597 2.860 -0.062
18 N 0.635 1.796 -0.992
19 O 1.100 1.694 -2.106
20 O 1.065 2.519 -0.120
21 C 0.565 -1.039 -1.313
22 N 1.659 -0.602 -0.461
23 C 2.981 -0.917 -0.979
24 C 3.960 0.256 -0.870
25 C 3.942 0.994 0.473
26 C 3.662 0.110 1.688
27 C 2.166 -0.097 1.915
28 H 1.673 0.876 1.870
29 C 1.491 -1.034 0.915
30 H 0.421 -1.053 1.141
31 H 1.880 -2.060 1.053
32 H 2.003 -0.511 2.913
33 H 4.067 0.603 2.575
34 H 4.170 -0.852 1.589
35 H 3.183 1.776 0.444
36 H 4.909 1.486 0.598
37 H 3.734 0.975 -1.657
38 H 4.960 -0.143 -1.061
39 H 2.902 -1.184 -2.036
40 H 3.393 -1.793 -0.455
41 H 0.822 -0.792 -2.347
42 H 0.381 -2.126 -1.251
43 H -1.956 -1.967 -0.841